No. 1
Formula: C4H10O2
Source: the OMol25 dataset
Level of theory: ωB97M-V/def2-TZVPD

Structure (XYZ):
```
16
Properties=species:S:1:pos:R:3:mulliken_charge:R:1
C 0.645 1.239 -0.874 -1.576
C -0.153 0.271 -0.003 1.537
C 0.107 0.567 1.479 -1.557
O -1.537 0.388 -0.281 -0.623
C 0.218 -1.160 -0.420 -0.771
O -0.775 -2.065 0.063 -0.585
H 0.350 1.151 -1.925 0.390
H 0.494 2.273 -0.552 0.390
H 1.720 1.024 -0.806 0.336
H 1.179 0.566 1.709 0.325
H -0.292 1.560 1.720 0.381
H -0.389 -0.159 2.133 0.342
H -1.865 -0.493 -0.022 0.398
H 0.251 -1.182 -1.517 0.407
H 1.203 -1.432 -0.025 0.283
H -1.155 -2.547 -0.679 0.322
```

Properties
Kohn-Sham gap = 10.784 eV
structure (SMILES) = CC(C)(O)CO
total energy = -8404.997 eV
spin multiplicity = 1
HOMO energy = -10.04 eV

***

No. 2
Formula: C4H10O2
Source: the OMol25 dataset
Level of theory: ωB97M-V/def2-TZVPD

Structure (XYZ):
```
16
Properties=species:S:1:pos:R:3:mulliken_charge:R:1
C 0.820 -0.572 -1.796 -0.701
O 0.113 -0.937 -0.633 -0.372
C -0.462 0.153 0.070 0.647
C -1.761 -0.338 0.692 -1.435
C 0.483 0.649 1.161 -0.804
O 1.691 1.198 0.669 -0.529
H 1.221 -1.493 -2.221 0.247
H 0.162 -0.097 -2.538 0.281
H 1.640 0.116 -1.575 0.302
H -0.665 0.981 -0.628 0.311
H -2.464 -0.671 -0.077 0.335
H -2.234 0.455 1.281 0.394
H -1.551 -1.181 1.360 0.346
H -0.020 1.434 1.737 0.326
H 0.677 -0.195 1.839 0.340
H 2.350 0.498 0.659 0.313
```

Properties
Kohn-Sham gap = 10.450 eV
structure (SMILES) = CO[C@@H](C)CO
total energy = -8404.424 eV
spin multiplicity = 1
HOMO energy = -9.45 eV

***

No. 3
Formula: C4H10O2
Source: the OMol25 dataset
Level of theory: ωB97M-V/def2-TZVPD

Structure (XYZ):
```
16
Properties=species:S:1:pos:R:3:mulliken_charge:R:1
C 0.838 -1.292 -0.764 -1.538
C 0.301 -0.005 -0.119 1.217
C -0.082 -0.264 1.410 -1.449
O 1.325 0.969 -0.245 -0.607
C -0.932 0.590 -0.804 -0.585
O -1.168 1.819 -0.134 -0.548
H 0.560 -1.388 -1.822 0.322
H 1.932 -1.292 -0.716 0.377
H 0.470 -2.175 -0.239 0.334
H -0.479 -1.276 1.503 0.328
H 0.807 -0.160 2.036 0.355
H -0.854 0.349 1.923 0.399
H 0.859 1.821 -0.225 0.423
H -0.754 0.828 -1.860 0.368
H -1.795 -0.087 -0.735 0.298
H -1.028 1.563 0.792 0.306
```

Properties
Kohn-Sham gap = 10.981 eV
structure (SMILES) = CC(C)(O)CO
total energy = -8404.601 eV
spin multiplicity = 1
HOMO energy = -10.15 eV

***

No. 4
Formula: C4H10O2
Source: the OMol25 dataset
Level of theory: ωB97M-V/def2-TZVPD

Structure (XYZ):
```
16
Properties=species:S:1:pos:R:3:mulliken_charge:R:1
C 0.835 -0.340 0.214 -0.719
C 0.299 1.122 0.353 -0.513
C -1.068 1.208 1.039 -0.430
O -2.005 0.266 0.549 -0.524
C 0.774 -0.855 -1.222 -0.552
O 0.625 -2.297 -1.204 -0.540
H 0.181 -0.967 0.824 0.386
H 1.807 -0.357 0.646 0.387
H 0.162 1.488 -0.666 0.306
H 0.992 1.712 0.942 0.308
H -1.493 2.200 0.918 0.323
H -0.937 1.028 2.109 0.281
H -1.634 -0.351 -0.100 0.322
H 1.764 -0.798 -1.665 0.308
H -0.052 -0.456 -1.801 0.358
H -0.251 -2.602 -0.935 0.301
```

Properties
Kohn-Sham gap = 11.086 eV
structure (SMILES) = OCCCCO
total energy = -8404.146 eV
spin multiplicity = 1
HOMO energy = -10.31 eV

***

No. 5
Formula: C4H10O3
Source: the OMol25 dataset
Level of theory: ωB97M-V/def2-TZVPD

Structure (XYZ):
```
17
Properties=species:S:1:pos:R:3:mulliken_charge:R:1
O 0.229 -2.057 0.831 -0.796
C 0.760 -1.085 1.563 0.016
O -0.227 -0.419 2.567 -0.563
C 1.324 0.005 0.661 -0.743
C 0.351 0.630 -0.461 -0.437
C -0.459 -0.255 -1.434 -0.644
H 1.549 -1.375 2.322 0.187
H 2.024 -0.582 0.101 0.294
H 1.785 0.882 1.060 0.417
H -0.480 1.220 0.205 0.150
H 0.854 1.433 -0.995 0.389
H -1.113 -0.844 -0.780 0.308
H 0.093 -0.839 -2.196 0.292
H -1.205 0.559 -1.813 0.234
H -1.032 -0.982 2.460 0.263
H -2.696 1.892 -1.836 0.287
O -1.757 1.816 -2.257 -0.655
```

Properties
Kohn-Sham gap (spin up / spin down) = 7.405 / 4.735 eV
charge = -1
total energy = -10449.366 eV
spin multiplicity = 2
HOMO energy (spin up / spin down) = -3.53 / -3.12 eV

***

No. 6
Formula: C4H10O3
Source: the OMol25 dataset
Level of theory: ωB97M-V/def2-TZVPD

Structure (XYZ):
```
17
Properties=species:S:1:pos:R:3:mulliken_charge:R:1
C -0.767 -1.876 -1.657 -0.409
O -1.911 -2.353 -2.225 -0.959
C -1.042 -0.791 -0.564 -0.583
C 0.146 0.051 -0.013 -0.331
C -0.364 1.344 0.652 -0.533
O 0.359 1.815 1.746 -0.737
H -0.184 -2.689 -1.138 0.110
H -0.096 -1.422 -2.421 0.170
H -1.387 -1.371 0.295 0.196
H -1.905 -0.205 -0.884 0.352
H 0.699 -0.542 0.720 0.271
H 0.897 0.192 -0.793 0.329
H -1.428 1.177 0.875 0.337
H -0.312 2.133 -0.140 0.125
H 3.065 1.515 2.401 0.156
H 1.484 1.578 1.619 0.465
O 2.744 1.445 1.528 -0.957
```

Properties
Kohn-Sham gap = 6.391 eV
charge = -2
total energy = -10449.476 eV
spin multiplicity = 1
HOMO energy = 0.55 eV

***

No. 7
Formula: C4H10O3
Source: the OMol25 dataset
Level of theory: ωB97M-V/def2-TZVPD

Structure (XYZ):
```
17
Properties=species:S:1:pos:R:3:mulliken_charge:R:1
C 0.131 0.236 0.962 -0.644
C -1.342 0.253 1.285 -0.486
C -2.096 1.498 0.660 -0.438
O -3.412 1.365 0.541 -0.890
C 0.447 -0.596 -0.250 -0.384
O 1.842 -0.545 -0.544 -0.495
H 0.715 -0.181 1.781 0.297
H 0.530 1.256 0.938 0.329
H -1.808 -0.639 0.849 0.204
H -1.599 0.294 2.348 0.393
H -1.791 2.342 1.325 0.157
H -1.490 1.733 -0.266 0.126
H 0.185 -1.634 0.005 0.212
H -0.154 -0.353 -1.130 0.320
H 1.978 -0.686 -1.485 0.293
H 3.563 -1.877 -3.615 0.128
O 4.302 -2.465 -3.404 -1.125
```

Properties
Kohn-Sham gap = 6.683 eV
charge = -2
total energy = -10449.268 eV
spin multiplicity = 1
HOMO energy = -0.29 eV

***

No. 8
Formula: C4H10O3
Source: the OMol25 dataset
Level of theory: ωB97M-V/def2-TZVPD

Structure (XYZ):
```
17
Properties=species:S:1:pos:R:3:mulliken_charge:R:1
C -0.009 -0.407 0.423 -0.315
C 1.134 0.497 0.913 -0.316
C 1.800 0.215 2.281 -0.470
O 2.804 1.130 2.584 -0.953
C -0.679 -0.024 -0.905 -0.433
O -1.646 -1.024 -1.242 -0.590
H -0.774 -0.552 1.206 0.196
H 0.391 -1.418 0.270 0.200
H 2.028 0.729 0.263 0.277
H 0.563 1.498 1.018 0.106
H 0.948 0.216 3.000 0.163
H 2.247 -0.796 2.221 0.167
H -1.142 0.961 -0.905 0.286
H 0.101 0.068 -1.638 0.218
H -2.282 -0.764 -2.089 0.360
H -2.182 -0.755 -3.725 0.182
O -2.841 -0.196 -3.297 -1.077
```

Properties
Kohn-Sham gap = 6.804 eV
charge = -2
total energy = -10449.537 eV
spin multiplicity = 1
HOMO energy = 0.20 eV

***

Look up the total energy of the fourth one.
-8404.146 eV

***

Among the records above, which one has the highest total energy?
number 4